(1)
Entry from the Open Molecules 2025 dataset: a molecular structure, C35H46BeNO3S3SbSi (ωB97M-V/def2-TZVPD).

```
91
Properties=species:S:1:pos:R:3
Be -0.77 0.36 -1.10
S 1.13 1.66 1.11
C 0.17 2.65 0.12
C 0.25 4.07 0.23
C -0.57 4.87 -0.50
C -1.52 4.29 -1.36
C -1.53 2.92 -1.46
N -0.71 2.11 -0.78
H 0.98 4.47 0.92
H -0.52 5.95 -0.42
H -2.20 4.89 -1.93
H -2.22 2.41 -2.12
O -4.06 -0.47 -2.22
S -2.71 -0.78 -1.79
O -2.34 -2.17 -1.96
O -1.72 0.15 -2.45
S -2.42 -0.26 0.13
C 0.57 -2.05 -3.22
Si 1.17 -0.76 -1.91
C 2.06 0.56 -3.12
C 2.94 1.55 -2.34
C 0.94 1.36 -3.79
C 2.92 -0.02 -4.25
C 2.59 -1.86 -1.03
C 3.47 -1.03 -0.08
C 1.87 -2.91 -0.18
C 3.51 -2.61 -2.00
H 1.26 -2.27 -4.03
H -0.36 -1.66 -3.65
H 0.30 -2.99 -2.73
H 2.43 1.90 -1.44
H 3.17 2.43 -2.96
H 3.88 1.09 -2.04
H 0.42 1.98 -3.06
H 0.19 0.70 -4.24
H 1.34 2.02 -4.57
H 3.78 -0.56 -3.87
H 3.29 0.79 -4.90
H 2.34 -0.71 -4.88
H 2.86 -0.40 0.57
H 4.15 -0.39 -0.63
H 4.07 -1.70 0.55
H 1.27 -2.41 0.59
H 2.59 -3.56 0.32
H 1.21 -3.53 -0.78
H 4.15 -1.92 -2.55
H 2.94 -3.20 -2.71
H 4.17 -3.29 -1.43
C -1.38 -4.25 0.68
C -2.50 -3.87 1.61
C -3.70 -4.57 1.56
C -4.79 -4.20 2.34
C -4.69 -3.10 3.17
C -3.49 -2.39 3.23
C -2.39 -2.77 2.47
Sb -0.60 -1.53 2.40
C 0.56 -2.79 3.79
C 0.25 -4.13 3.98
C 1.12 -5.00 4.62
C 2.35 -4.53 5.07
C 2.67 -3.20 4.88
C 1.80 -2.32 4.24
C 2.19 -0.88 4.03
C -1.36 -0.04 3.82
C -1.62 1.19 3.22
C -2.09 2.27 3.94
C -2.33 2.13 5.30
C -2.09 0.91 5.91
C -1.59 -0.18 5.20
C -1.33 -1.46 5.94
H -1.46 -5.29 0.36
H -0.40 -4.10 1.14
H -1.44 -3.61 -0.21
H -3.78 -5.42 0.89
H -5.72 -4.76 2.27
H -5.54 -2.78 3.76
H -3.43 -1.51 3.86
H -0.71 -4.51 3.64
H 0.86 -6.05 4.76
H 3.05 -5.20 5.56
H 3.64 -2.83 5.23
H 3.14 -0.65 4.52
H 1.42 -0.21 4.42
H 2.29 -0.66 2.96
H -1.45 1.30 2.15
H -2.27 3.22 3.45
H -2.71 2.96 5.88
H -2.29 0.80 6.97
H -1.86 -1.48 6.89
H -0.26 -1.57 6.15
H -1.63 -2.32 5.35
```

Properties
HOMO-LUMO gap: 5.9 eV
Max |F|: 2.03 eV Å⁻¹
Charge: -2
Molar mass: 783.82 g/mol
LUMO energy: 0.1601 Eh
E_HOMO: -1.58 eV
2S+1: 1
DFT total energy: -3381.00409 a.u.



(2)
Entry from the Open Molecules 2025 dataset: a molecular structure, C35H46F10N3O5PTc (ωB97M-V/def2-TZVPD).

```
101
Properties=species:S:1:pos:R:3
Tc 0.11 -0.79 1.09
C 0.99 -1.87 3.90
N 0.14 -2.21 2.75
C -1.28 -2.33 3.18
C -1.85 -0.94 3.33
N -1.59 -0.22 2.08
C -2.54 0.75 1.75
C -3.14 0.77 0.49
F -2.83 -0.17 -0.41
C -4.03 1.75 0.10
F -4.54 1.73 -1.14
C -4.41 2.74 0.99
F -5.27 3.68 0.63
C -3.88 2.72 2.27
F -4.25 3.65 3.15
C -2.97 1.74 2.63
F -2.52 1.77 3.90
C 0.65 -3.47 2.15
C 1.87 -3.21 1.27
N 1.83 -1.88 0.65
C 2.76 -1.66 -0.36
C 3.19 -0.35 -0.66
F 2.72 0.68 0.05
C 4.11 -0.04 -1.64
F 4.48 1.23 -1.81
C 4.68 -1.04 -2.40
F 5.58 -0.75 -3.35
C 4.30 -2.34 -2.16
F 4.80 -3.33 -2.89
C 3.36 -2.63 -1.17
F 3.04 -3.94 -1.10
H 0.85 -2.63 4.68
H 0.75 -0.89 4.29
H 2.03 -1.88 3.59
H -1.33 -2.91 4.11
H -1.81 -2.86 2.39
H -1.43 -0.43 4.21
H -2.93 -1.02 3.50
H -0.16 -3.87 1.54
H 0.89 -4.19 2.94
H 1.86 -4.02 0.54
H 2.80 -3.32 1.84
C -1.61 1.72 -4.46
C -0.92 0.96 -3.33
C -1.59 -0.38 -3.10
C 0.56 0.77 -3.63
O -1.14 1.79 -2.16
P -0.27 1.94 -0.85
O -0.98 2.77 0.14
O 0.11 0.50 -0.40
O 1.12 2.54 -1.32
C 1.37 3.97 -1.47
C 0.20 4.68 -2.15
C 2.61 4.05 -2.35
C 1.64 4.55 -0.10
H -1.62 1.11 -5.36
H -1.09 2.65 -4.67
H -2.64 1.95 -4.18
H -1.46 -1.01 -3.98
H -2.66 -0.25 -2.92
H -1.16 -0.89 -2.24
H 0.65 0.16 -4.53
H 1.07 0.26 -2.81
H 1.05 1.73 -3.81
H 0.04 4.29 -3.16
H 0.44 5.74 -2.23
H -0.72 4.57 -1.59
H 2.44 3.54 -3.30
H 3.46 3.60 -1.86
H 2.84 5.10 -2.56
H 0.75 4.49 0.53
H 1.94 5.60 -0.19
H 2.46 4.00 0.37
C -2.11 -5.34 -0.67
C -2.32 -3.97 -1.32
C -3.81 -3.59 -1.27
C -1.85 -4.01 -2.78
C -1.54 -2.96 -0.58
C -0.91 -2.14 0.04
H -2.70 -6.09 -1.18
H -2.42 -5.32 0.38
H -1.06 -5.63 -0.71
H -4.39 -4.28 -1.88
H -3.96 -2.58 -1.65
H -4.18 -3.62 -0.25
H -2.35 -4.82 -3.31
H -0.77 -4.18 -2.83
H -2.07 -3.08 -3.29
C 2.70 1.79 4.09
C 1.61 2.76 3.66
C 0.58 1.84 3.01
O 1.32 0.66 2.58
C 2.71 0.82 2.93
H 2.43 1.28 5.02
H 3.67 2.26 4.23
H 2.00 3.48 2.94
H 1.18 3.31 4.50
H 0.08 2.28 2.16
H -0.16 1.51 3.73
H 3.26 1.23 2.09
H 3.12 -0.16 3.16
```

Properties
HOMO-LUMO gap (alpha / beta): 7.9 / 6.9 eV
Max |F|: 0.42 eV Å⁻¹
Molar mass: 907.72 g/mol
LUMO energy (alpha / beta): 0.0106 / -0.0294 Eh
E_HOMO (alpha / beta): -7.61 / -7.70 eV
2S+1: 4
DFT total energy: -3322.59574 a.u.



(3)
Entry from the Open Molecules 2025 dataset: 10 unconnected molecules or ions with the total composition C35H46F10NO28 (ωB97M-V/def2-TZVPD).

```
120
Properties=species:S:1:pos:R:3
C -2.66 3.24 -0.50
C -1.15 3.03 -0.66
C -0.25 3.90 0.26
C -0.84 4.22 1.62
O -0.86 3.00 2.40
N -1.21 3.27 3.73
C -0.42 2.34 4.61
C -0.70 0.87 4.33
C -2.69 3.16 3.99
C -3.44 4.47 3.86
F -4.66 4.25 4.47
H -3.02 3.24 0.54
H -2.99 4.11 -1.06
H -3.15 2.39 -0.97
H -0.90 1.98 -0.61
H -0.91 3.33 -1.68
H 0.07 4.80 -0.26
H 0.66 3.33 0.45
H -0.22 5.00 2.09
H -1.85 4.62 1.56
H -0.89 4.22 3.97
H 0.63 2.54 4.38
H -0.55 2.61 5.65
H -0.07 0.54 3.50
H -0.47 0.30 5.22
H -1.74 0.65 4.08
H -3.07 2.41 3.29
H -2.83 2.75 4.98
H -3.68 4.72 2.83
H -2.97 5.30 4.40
C 0.84 0.01 0.89
C 1.13 -1.46 0.99
O 0.88 -1.90 -0.34
C 1.15 -0.85 -1.16
O 1.30 -0.92 -2.33
O 1.22 0.31 -0.45
F 0.28 -2.08 1.84
H -0.21 0.24 1.03
H 1.43 0.60 1.60
H 2.16 -1.70 1.27
C 2.82 -5.44 2.15
C 3.77 -4.44 2.76
O 3.19 -4.20 4.03
C 2.53 -5.35 4.38
O 2.15 -5.59 5.48
O 2.36 -6.15 3.30
F 3.79 -3.28 2.05
H 1.97 -4.96 1.66
H 3.30 -6.11 1.44
H 4.79 -4.80 2.88
C 6.48 -1.53 -0.21
C 6.28 -2.21 -1.54
O 6.95 -3.45 -1.37
C 6.88 -3.75 -0.04
O 7.09 -4.82 0.42
O 6.52 -2.66 0.68
F 6.88 -1.52 -2.55
H 7.42 -1.00 -0.17
H 5.68 -0.85 0.04
H 5.24 -2.39 -1.80
C -3.21 -2.82 0.63
C -3.16 -1.35 0.99
O -3.50 -0.72 -0.23
C -4.32 -1.59 -0.90
O -5.01 -1.30 -1.81
O -4.24 -2.84 -0.36
F -1.91 -0.95 1.34
H -2.27 -3.17 0.20
H -3.47 -3.45 1.48
H -3.86 -1.05 1.76
C -7.84 -0.41 0.89
C -8.09 1.07 0.81
O -7.08 1.60 1.66
C -6.04 0.72 1.62
O -4.94 0.97 1.99
O -6.42 -0.46 1.09
F -9.30 1.41 1.30
H -8.35 -0.86 1.74
H -8.13 -0.94 -0.02
H -7.98 1.50 -0.19
C -10.73 3.84 -0.86
C -9.50 4.14 -1.67
O -10.03 4.41 -2.95
C -11.29 4.90 -2.76
O -11.92 5.47 -3.58
O -11.71 4.66 -1.49
F -8.67 3.06 -1.75
H -11.02 2.79 -0.93
H -10.62 4.10 0.19
H -8.93 5.00 -1.33
C 10.08 1.91 2.09
C 10.33 1.52 0.65
O 9.21 0.70 0.36
C 8.19 1.12 1.16
O 7.05 0.82 1.00
O 8.65 1.92 2.15
F 11.46 0.80 0.51
H 10.48 1.17 2.78
H 10.49 2.88 2.34
H 10.35 2.36 -0.05
C 3.57 -5.13 -4.68
C 4.49 -4.16 -4.00
O 3.86 -3.98 -2.74
C 3.19 -5.14 -2.47
O 2.79 -5.43 -1.39
O 3.07 -5.90 -3.58
F 4.52 -2.96 -4.63
H 2.73 -4.63 -5.18
H 4.08 -5.77 -5.40
H 5.51 -4.52 -3.85
C 2.09 -0.52 -5.98
C 2.11 -1.71 -6.91
O 1.54 -1.18 -8.09
C 1.84 0.15 -8.11
O 1.75 0.85 -9.06
O 2.26 0.57 -6.89
F 1.32 -2.72 -6.45
H 1.13 -0.43 -5.46
H 2.89 -0.55 -5.24
H 3.10 -2.10 -7.12
```

Properties
HOMO-LUMO gap: 9.7 eV
Max |F|: 1.21 eV Å⁻¹
Charge: +1
Molar mass: 1118.71 g/mol
LUMO energy: -0.1056 Eh
E_HOMO: -12.59 eV
2S+1: 1
DFT total energy: -4521.22197 a.u.



(4)
Entry from the Open Molecules 2025 dataset: a molecular structure, C35H46GeMoN2O8 (ωB97M-V/def2-TZVPD).

```
93
Properties=species:S:1:pos:R:3
Mo -0.49 -0.28 0.13
O 1.60 -2.36 1.45
C 1.71 -3.45 0.88
C 2.91 -4.24 0.97
C 2.97 -5.48 0.41
C 1.90 -6.02 -0.34
C 0.74 -5.31 -0.49
C 0.57 -4.05 0.13
C -0.67 -3.42 0.16
N -1.04 -2.25 0.72
C -2.27 -2.38 1.50
C -3.11 -1.10 1.37
N -2.64 -0.51 0.14
C -3.43 -0.52 -0.88
C -3.02 -0.39 -2.24
C -3.96 -0.22 -3.26
C -3.57 -0.19 -4.58
C -2.23 -0.39 -4.90
C -1.29 -0.61 -3.91
C -1.66 -0.60 -2.56
O -0.80 -0.79 -1.57
H 3.73 -3.84 1.55
H 3.88 -6.06 0.54
H 2.00 -6.99 -0.79
H -0.07 -5.72 -1.08
H -1.51 -4.06 -0.14
H -1.98 -2.54 2.54
H -2.83 -3.26 1.17
H -2.93 -0.45 2.22
H -4.18 -1.33 1.32
H -4.49 -0.70 -0.70
H -5.00 -0.08 -2.99
H -4.30 -0.04 -5.36
H -1.91 -0.38 -5.93
H -0.25 -0.79 -4.16
C 2.25 -1.47 -3.57
C 2.87 -1.13 -2.22
C 4.11 -0.25 -2.44
C 3.29 -2.41 -1.52
O 1.90 -0.46 -1.41
Ge 2.08 1.27 -0.77
O 0.14 1.61 -1.00
C -0.20 2.71 -1.88
C 0.53 2.53 -3.21
C -1.69 2.83 -2.16
C 0.28 4.00 -1.20
O 1.42 0.53 0.94
C 1.98 1.06 2.17
C 1.83 0.06 3.31
C 1.29 2.38 2.56
C 3.47 1.35 1.94
H 2.97 -1.98 -4.21
H 1.93 -0.55 -4.07
H 1.40 -2.13 -3.43
H 4.85 -0.78 -3.03
H 4.55 0.03 -1.48
H 3.82 0.67 -2.96
H 4.06 -2.93 -2.08
H 2.43 -3.08 -1.41
H 3.68 -2.18 -0.52
H 0.20 1.61 -3.70
H 1.61 2.49 -3.06
H 0.31 3.37 -3.87
H -2.06 1.99 -2.74
H -1.86 3.75 -2.73
H -2.25 2.90 -1.23
H 1.36 3.98 -1.05
H -0.22 4.12 -0.24
H 0.04 4.86 -1.83
H 0.80 -0.25 3.42
H 2.17 0.54 4.24
H 2.44 -0.82 3.12
H 0.39 2.20 3.13
H 1.05 2.96 1.66
H 1.97 2.97 3.18
H 3.96 0.48 1.50
H 3.94 1.57 2.90
H 3.60 2.21 1.29
O -1.60 0.40 4.40
C -2.05 1.68 4.34
C -2.47 2.37 5.47
C -2.94 3.67 5.38
C -2.99 4.30 4.14
C -2.59 3.62 3.01
C -2.12 2.31 3.09
C -1.80 1.63 1.81
O -2.31 2.02 0.78
O -1.00 0.59 1.80
H -1.55 0.13 5.32
H -2.43 1.87 6.44
H -3.27 4.18 6.27
H -3.35 5.32 4.07
H -2.64 4.09 2.04
```

Properties
HOMO-LUMO gap (alpha / beta): 6.5 / 4.6 eV
Max |F|: 2.62 eV Å⁻¹
Charge: +1
Molar mass: 791.31 g/mol
LUMO energy (alpha / beta): -0.1364 / -0.2058 Eh
E_HOMO (alpha / beta): -10.17 / -10.21 eV
2S+1: 2
DFT total energy: -4217.66849 a.u.



(5)
Entry from the Open Molecules 2025 dataset: a molecular structure, C35H47BrN4P2Pd (ωB97M-V/def2-TZVPD).

```
90
Properties=species:S:1:pos:R:3
N 1.25 -7.41 5.28
C 0.23 -6.64 5.64
C -0.04 -5.44 4.96
C 0.78 -5.00 3.88
C 1.82 -5.90 3.51
C 2.02 -7.09 4.25
C 0.47 -3.74 3.18
Pd 0.13 -0.25 0.23
P -0.97 0.47 -4.13
C 1.08 -3.27 2.02
C 0.28 -2.78 0.91
C 0.41 -3.32 -0.38
C -0.73 -3.56 -1.13
C -1.95 -3.04 -0.62
C -1.98 -2.11 0.43
C -0.81 -1.85 1.20
Br -3.52 -3.48 -1.37
H -0.44 -3.24 3.55
H 2.16 -3.42 1.84
H -0.87 -4.85 5.33
H 2.51 -5.70 2.69
H -0.36 -6.97 6.49
H 2.84 -7.78 3.99
H 1.43 -3.57 -0.70
H -0.88 -1.39 2.17
H -0.68 -4.20 -2.01
H -2.90 -1.57 0.66
P 2.28 0.38 -0.12
C -2.47 -0.41 -3.73
C -3.12 -0.85 -5.06
H -3.12 0.27 -3.15
H -2.21 -1.24 -3.05
H -4.13 -1.24 -4.89
H -3.21 0.00 -5.75
H -2.53 -1.61 -5.58
C 0.36 -0.68 -4.52
C 0.77 -0.47 -6.00
H 0.00 -1.71 -4.32
H 1.21 -0.51 -3.85
H 1.45 -1.27 -6.34
H -0.11 -0.47 -6.66
H 1.29 0.49 -6.13
C -0.62 1.92 -3.17
C -1.16 3.11 -4.00
H 0.47 1.97 -2.97
H -1.10 1.79 -2.18
H -0.69 4.06 -3.72
H -0.97 2.96 -5.07
H -2.25 3.22 -3.89
C 2.63 2.17 -0.36
C 3.80 2.79 0.41
H 1.69 2.71 -0.17
H 2.86 2.28 -1.43
H 3.60 2.93 1.49
H 4.73 2.23 0.29
H 3.99 3.79 -0.02
C 2.42 -0.24 -1.82
C 3.17 -1.53 -2.10
H 2.88 0.56 -2.42
H 1.36 -0.34 -2.11
H 4.20 -1.51 -1.71
H 2.66 -2.41 -1.71
H 3.26 -1.64 -3.19
C 3.72 -0.26 0.79
C 3.54 -0.14 2.30
H 4.60 0.31 0.45
H 3.88 -1.31 0.49
H 4.42 -0.57 2.79
H 3.47 0.90 2.64
H 2.67 -0.68 2.68
N -6.35 7.97 2.63
C -5.51 7.18 2.45
C -4.45 6.22 2.30
C -3.49 6.12 3.32
C -2.46 5.20 3.22
C -2.40 4.36 2.10
C -3.32 4.47 1.06
C -4.36 5.40 1.16
N -1.44 3.33 2.08
C -0.54 3.01 3.11
C 0.07 1.84 2.74
N -0.41 1.47 1.49
C -1.30 2.36 1.12
H -3.57 6.77 4.20
H -1.71 5.12 4.02
H -3.23 3.83 0.18
H -5.10 5.48 0.37
H -0.39 3.59 4.00
H 0.82 1.28 3.28
H -1.86 2.33 0.19
```

Properties
HOMO-LUMO gap (alpha / beta): 7.1 / 4.4 eV
Max |F|: 3.98 eV Å⁻¹
Charge: +2
Molar mass: 772.06 g/mol
LUMO energy (alpha / beta): -0.1982 / -0.2966 Eh
E_HOMO (alpha / beta): -12.45 / -12.45 eV
2S+1: 3
DFT total energy: -4964.82754 a.u.



Q: Number 5 is which compound?
A: C35H47BrN4P2Pd